No. 1
43
Properties=species:S:1:pos:R:3:lowdin_charge:R:1 method="wB97M-V/def2-TZVPD" multiplicity=3 homo_lumo_gap_ev="9.5551 / 8.2422" s2=2.01
H 2.348 -2.185 -0.708 0.1141
N 1.254 -0.395 -1.199 -0.0560
B 0.609 1.930 -2.147 -0.5121
N 1.567 0.717 -1.976 0.0048
C 2.790 0.546 -2.509 -0.0526
Ni -0.315 -0.450 -0.233 0.7864
H 3.181 1.299 -3.170 0.1214
C 3.301 -0.681 -2.072 -0.0443
H 4.258 -1.104 -2.308 0.0913
C 2.315 -1.249 -1.247 -0.0880
H 0.972 2.629 -3.044 0.1185
C -2.700 -0.766 3.049 -0.0292
H -3.035 -1.528 3.746 0.0264
H -3.308 -0.800 2.148 0.0203
H -2.796 0.193 3.547 0.0193
N 0.555 2.677 -0.803 -0.0497
N -0.813 1.367 -2.407 -0.0072
N 0.155 2.055 0.373 0.0610
N -1.381 0.311 -1.681 -0.0289
C 0.876 3.967 -0.588 -0.0892
C -1.672 1.777 -3.358 -0.0643
H 1.196 4.592 -1.418 0.1213
H -1.390 2.598 -4.006 0.1270
C 0.708 4.223 0.757 -0.0773
C -2.809 0.985 -3.297 -0.0624
C 0.255 3.008 1.318 -0.1380
C -2.596 0.067 -2.254 -0.0942
H 0.908 5.151 1.272 0.0892
H -3.669 1.090 -3.943 0.0956
H 0.025 2.860 2.362 0.1013
H -3.275 -0.716 -1.947 0.1115
H -1.672 -0.949 2.733 -0.0088
F -1.996 -2.866 0.690 0.0393
C -0.800 -2.793 1.346 -0.2627
C 0.120 -1.784 1.078 -0.1189
C 1.269 -1.870 1.857 -0.2351
F 2.286 -0.975 1.766 0.0591
C 1.494 -2.878 2.818 -0.1423
F 2.672 -2.939 3.456 0.1064
C 0.555 -3.855 3.079 -0.1281
F 0.764 -4.821 3.996 0.1178
C -0.610 -3.784 2.331 -0.1480
F -1.595 -4.655 2.589 0.1053

=====

No. 2
13
Properties=species:S:1:pos:R:3:lowdin_charge:R:1 method="wB97M-V/def2-TZVPD" charge=+1 e_above_lowest_kj_mol=220.8 multiplicity=2 homo_lumo_gap_ev="7.5132 / 4.3248" s2=0.76
O 0.650 0.053 -2.360 0.3640
C -0.306 0.190 -1.559 0.0090
C -1.019 -0.920 -0.856 -0.1732
C -1.138 -0.741 0.628 -0.1043
H -0.713 1.238 -1.521 0.2180
H -0.509 -1.953 -1.024 0.1773
H -2.090 -1.001 -1.237 0.1803
H -0.201 -1.183 1.122 0.1162
H -1.984 -1.189 1.199 0.1137
H -0.970 0.253 1.118 0.0993
H 2.154 2.094 1.871 0.0248
H 3.060 1.294 0.934 0.0042
O 3.066 1.865 1.685 -0.0291

=====

No. 3
50
Properties=species:S:1:pos:R:3:lowdin_charge:R:1 method="wB97M-V/def2-TZVPD" e_above_lowest_kj_mol=11.8 multiplicity=2 homo_lumo_gap_ev="7.6489 / 8.1421" s2=0.76
Cr 0.497 0.288 0.796 0.8444
C 2.663 0.422 -2.951 -0.0336
C 2.505 -0.029 -1.640 -0.1072
N 1.442 0.546 -1.083 -0.0233
N 0.907 1.364 -2.006 -0.0138
C 1.621 1.310 -3.138 -0.0539
B -0.272 2.247 -1.570 -0.4830
N 0.200 3.010 -0.304 -0.0043
C 0.315 4.325 -0.095 -0.0504
C 0.820 4.530 1.178 -0.0317
C 0.993 3.250 1.692 -0.0907
N 0.618 2.339 0.792 -0.0360
N -1.437 1.332 -1.144 -0.0069
C -2.702 1.269 -1.576 -0.0525
C -3.393 0.367 -0.785 -0.0346
C -2.454 -0.073 0.145 -0.1224
N -1.281 0.510 -0.087 -0.0624
H 3.424 0.142 -3.658 0.0990
H 3.104 -0.730 -1.080 0.1246
H 1.345 1.909 -3.989 0.1260
H -0.608 3.007 -2.430 0.1246
H 0.027 5.024 -0.861 0.1277
H 1.028 5.468 1.660 0.0997
H 1.353 2.940 2.659 0.1177
H -3.024 1.873 -2.407 0.1273
H -4.426 0.081 -0.864 0.1005
H -2.559 -0.775 0.955 0.1216
Cl 3.022 -6.073 -2.229 0.6868
C 2.387 -4.721 -1.378 -0.7089
C 1.311 -4.007 -1.897 -0.6959
Cl 0.618 -4.475 -3.398 0.6956
C 0.795 -2.913 -1.208 -0.5916
Cl -0.541 -2.043 -1.845 0.7933
C 1.352 -2.503 0.009 -0.4272
O 0.911 -1.465 0.695 -0.2354
C 2.433 -3.238 0.520 -0.6009
Cl 3.113 -2.732 2.015 0.7664
C 2.946 -4.333 -0.162 -0.6989
Cl 4.274 -5.205 0.492 0.6975
F 2.344 0.413 2.452 0.0254
C 1.314 0.319 3.360 -0.2599
C 0.056 0.321 2.808 -0.0669
C -0.983 0.245 3.706 -0.2113
F -2.262 0.235 3.281 0.0780
C -0.773 0.168 5.074 -0.1413
F -1.798 0.092 5.927 0.1191
C 0.521 0.168 5.572 -0.1331
F 0.728 0.095 6.886 0.1278
C 1.600 0.246 4.705 -0.1460
F 2.849 0.247 5.177 0.1213

=====

No. 4
17
Properties=species:S:1:pos:R:3:lowdin_charge:R:1 method="wB97M-V/def2-TZVPD" charge=+1 e_above_lowest_kj_mol=116.9 multiplicity=1 homo_lumo_gap_ev=12.5884
C -0.348 -1.278 -1.363 0.0047
N 0.197 -0.336 -0.318 0.1353
H -0.595 -2.281 -1.051 0.0928
H -1.409 -0.968 -1.552 0.0953
H 0.400 -1.203 -2.125 0.0953
H 1.202 -0.112 -0.522 0.1249
H 0.267 -0.563 0.641 0.0779
H -0.424 0.427 -0.347 0.0917
H -3.179 1.178 -1.529 0.0545
H -2.506 1.967 -0.434 0.1260
O -2.318 1.173 -1.088 -0.0996
H 0.095 -1.341 3.317 0.0759
H 0.580 0.045 3.078 0.0852
O 0.038 -0.655 2.615 -0.0775
H 2.217 1.950 0.096 0.0984
H 3.359 1.004 0.360 0.0575
O 2.423 0.992 0.223 -0.0381

=====

> Which value of multiplicity does entry 1 give?

3

=====

What did the third record say?
50
Properties=species:S:1:pos:R:3:lowdin_charge:R:1 method="wB97M-V/def2-TZVPD" e_above_lowest_kj_mol=11.8 multiplicity=2 homo_lumo_gap_ev="7.6489 / 8.1421" s2=0.76
Cr 0.497 0.288 0.796 0.8444
C 2.663 0.422 -2.951 -0.0336
C 2.505 -0.029 -1.640 -0.1072
N 1.442 0.546 -1.083 -0.0233
N 0.907 1.364 -2.006 -0.0138
C 1.621 1.310 -3.138 -0.0539
B -0.272 2.247 -1.570 -0.4830
N 0.200 3.010 -0.304 -0.0043
C 0.315 4.325 -0.095 -0.0504
C 0.820 4.530 1.178 -0.0317
C 0.993 3.250 1.692 -0.0907
N 0.618 2.339 0.792 -0.0360
N -1.437 1.332 -1.144 -0.0069
C -2.702 1.269 -1.576 -0.0525
C -3.393 0.367 -0.785 -0.0346
C -2.454 -0.073 0.145 -0.1224
N -1.281 0.510 -0.087 -0.0624
H 3.424 0.142 -3.658 0.0990
H 3.104 -0.730 -1.080 0.1246
H 1.345 1.909 -3.989 0.1260
H -0.608 3.007 -2.430 0.1246
H 0.027 5.024 -0.861 0.1277
H 1.028 5.468 1.660 0.0997
H 1.353 2.940 2.659 0.1177
H -3.024 1.873 -2.407 0.1273
H -4.426 0.081 -0.864 0.1005
H -2.559 -0.775 0.955 0.1216
Cl 3.022 -6.073 -2.229 0.6868
C 2.387 -4.721 -1.378 -0.7089
C 1.311 -4.007 -1.897 -0.6959
Cl 0.618 -4.475 -3.398 0.6956
C 0.795 -2.913 -1.208 -0.5916
Cl -0.541 -2.043 -1.845 0.7933
C 1.352 -2.503 0.009 -0.4272
O 0.911 -1.465 0.695 -0.2354
C 2.433 -3.238 0.520 -0.6009
Cl 3.113 -2.732 2.015 0.7664
C 2.946 -4.333 -0.162 -0.6989
Cl 4.274 -5.205 0.492 0.6975
F 2.344 0.413 2.452 0.0254
C 1.314 0.319 3.360 -0.2599
C 0.056 0.321 2.808 -0.0669
C -0.983 0.245 3.706 -0.2113
F -2.262 0.235 3.281 0.0780
C -0.773 0.168 5.074 -0.1413
F -1.798 0.092 5.927 0.1191
C 0.521 0.168 5.572 -0.1331
F 0.728 0.095 6.886 0.1278
C 1.600 0.246 4.705 -0.1460
F 2.849 0.247 5.177 0.1213

=====

> What is the multiplicity in the first record?

3